# 1
# C29H53N2O18P

A cluster of 6 separate species, C29H53N2O18P in total (the ωB97M-V functional and the def2-TZVPD basis, the Open Molecules 2025 dataset).

Element x y z (Å)
C (1.6839, -1.9140, 2.3495)
C (1.2815, -1.8606, 1.0624)
C (0.1209, -2.7905, 0.6438)
C (-1.2064, -2.0329, 0.2245)
C (-1.3406, -2.2305, -1.2914)
N (-1.5642, -2.3021, -2.3903)
C (-2.4050, -2.8765, 0.8595)
C (-3.7284, -2.8942, 0.0051)
P (-5.1443, -3.5139, 1.0779)
O (-5.8678, -4.5784, 0.3544)
O (-4.6474, -3.9391, 2.5809)
C (-4.1058, -5.2753, 2.6372)
C (-5.1736, -6.4069, 2.7398)
O (-6.2037, -2.2717, 1.2831)
C (-5.5420, -1.0389, 1.7082)
C (-6.6203, -0.1997, 2.4515)
C (-1.2428, -0.5312, 0.6276)
C (-2.4911, 0.2695, 0.0675)
C (-1.2877, -0.3412, 2.1465)
N (-1.4421, -0.2347, 3.2541)
H (2.0252, -1.0220, 2.9093)
H (1.6781, -2.8831, 2.8922)
H (1.8331, -1.1843, 0.3829)
H (-0.0504, -3.5334, 1.4515)
H (0.4839, -3.3863, -0.2324)
H (-2.0322, -3.9276, 0.8667)
H (-2.5975, -2.6047, 1.9165)
H (-4.0128, -1.9200, -0.4318)
H (-3.6382, -3.6450, -0.8014)
H (-3.4382, -5.3008, 3.5292)
H (-3.4329, -5.5010, 1.7741)
H (-5.0604, -7.0838, 1.8632)
H (-5.0580, -7.0351, 3.6489)
H (-6.2184, -6.0266, 2.7390)
H (-5.2685, -0.5106, 0.7680)
H (-4.6409, -1.2574, 2.3204)
H (-6.7953, -0.6473, 3.4552)
H (-6.3346, 0.8613, 2.5945)
H (-7.5358, -0.2486, 1.8200)
H (-0.3524, 0.0436, 0.2872)
H (-3.2525, 0.2781, 0.8747)
H (-2.2014, 1.3364, -0.0664)
H (-2.8732, -0.1269, -0.8908)
C (1.0703, -0.9387, -3.4773)
O (2.1542, -0.1562, -3.9833)
C (2.7522, 0.5933, -3.0577)
O (2.4540, 0.6482, -1.8896)
O (3.7392, 1.2752, -3.6487)
C (4.4754, 2.1317, -2.7694)
H (0.6524, -1.5098, -4.3026)
H (1.4246, -1.6357, -2.7175)
H (0.2908, -0.2938, -3.0731)
H (4.9622, 1.5539, -1.9837)
H (3.8242, 2.8916, -2.3376)
H (5.2416, 2.6261, -3.3626)
C (1.0645, 3.5367, -2.9906)
O (0.7378, 4.1087, -1.7240)
C (0.3330, 5.3804, -1.7837)
O (0.2303, 6.0437, -2.7842)
O (0.0615, 5.7877, -0.5411)
C (-0.3878, 7.1402, -0.4520)
H (1.3762, 2.5098, -2.8169)
H (0.1931, 3.5280, -3.6460)
H (1.8896, 4.0770, -3.4561)
H (-1.3172, 7.2744, -1.0058)
H (0.3783, 7.8250, -0.8158)
H (-0.5747, 7.3532, 0.5984)
C (-5.7490, 3.8876, -5.5228)
O (-4.6693, 4.6799, -6.0153)
C (-4.0682, 5.4290, -5.0839)
O (-4.3629, 5.4761, -3.9168)
O (-3.0860, 6.1134, -5.6742)
C (-2.3509, 6.9642, -4.7913)
H (-6.1537, 3.3285, -6.3639)
H (-5.3965, 3.1806, -4.7715)
H (-6.5363, 4.5209, -5.1137)
H (-1.8630, 6.3814, -4.0120)
H (-3.0036, 7.7210, -4.3549)
H (-1.5844, 7.4648, -5.3789)
C (3.0547, 1.2311, 6.2804)
O (3.7016, 0.1303, 6.9193)
C (4.5824, -0.5127, 6.1469)
O (4.8548, -0.2409, 5.0063)
O (5.1089, -1.5120, 6.8627)
C (6.0746, -2.2910, 6.1578)
H (2.3685, 1.6695, 7.0017)
H (3.7825, 1.9875, 5.9867)
H (2.4826, 0.8931, 5.4162)
H (6.9229, -1.6750, 5.8595)
H (5.6232, -2.7690, 5.2881)
H (6.4276, -3.0649, 6.8363)
C (5.2512, -1.4126, -2.2346)
O (6.1011, -1.2972, -1.0944)
C (6.8765, -2.3649, -0.8774)
O (6.9040, -3.3659, -1.5449)
O (7.6152, -2.1254, 0.2105)
C (8.4982, -3.1891, 0.5644)
H (4.6752, -0.4952, -2.3087)
H (5.8405, -1.5259, -3.1449)
H (4.5601, -2.2480, -2.1172)
H (9.2168, -3.3748, -0.2339)
H (7.9370, -4.0951, 0.7937)
H (9.0401, -2.8802, 1.4559)

Summary:
energy	-80055.7745	eV
E_LUMO	0.30	eV
HOMO level	-9.4	eV
orbital gap	9.71	eV
SMILES	C=CC[C@@](C#N)(CCP(=O)(OCC)OCC)[C@@H](C)C#N.COC(=O)OC.COC(=O)OC.COC(=O)OC.COC(=O)OC.COC(=O)OC
F_max	5.18	eV/A

---

# 2
# C29H53O5P

A cluster of 4 separate species, C29H53O5P in total (the ωB97M-V functional and the def2-TZVPD basis, the Open Molecules 2025 dataset).

Element x y z (Å)
C (-6.1962, 6.5899, 3.0187)
C (-5.2088, 7.7512, 2.4305)
C (-3.7589, 7.4793, 3.0708)
C (-2.8816, 6.4642, 2.1384)
O (-2.8009, 5.1916, 2.8180)
P (-1.9196, 4.0065, 1.8480)
C (-3.4778, 3.5166, 0.8736)
C (-3.4598, 3.9434, -0.6763)
C (-4.2487, 2.9540, -1.6651)
C (-3.9568, 1.3935, -1.4407)
C (-5.8330, 3.2803, -1.6710)
C (-0.7875, 2.8182, 0.8746)
C (-0.9870, 1.2644, 1.2341)
O (-1.8444, 0.8462, 2.0602)
C (0.0314, 0.2483, 0.4875)
C (1.5159, 0.3172, 1.0001)
C (2.6719, -0.5454, 0.3901)
C (2.2770, -1.4923, -0.7864)
C (0.8054, -1.5810, -1.2912)
C (-0.3760, -0.6965, -0.6646)
H (-5.9077, 6.4831, 4.1264)
H (-5.9428, 5.6362, 2.4453)
H (-7.2732, 6.9448, 2.9014)
H (-5.1918, 7.7591, 1.2764)
H (-5.5436, 8.7887, 2.8112)
H (-3.7737, 7.0304, 4.1204)
H (-3.2312, 8.5098, 3.1224)
H (-1.8549, 6.9924, 2.0236)
H (-3.3976, 6.3029, 1.1139)
H (-1.7122, 3.2873, 3.0918)
H (-1.0153, 5.0673, 1.5117)
H (-3.7010, 2.4165, 1.0741)
H (-4.3454, 4.1082, 1.3604)
H (-2.4175, 4.1333, -1.1121)
H (-4.0078, 4.9630, -0.7365)
H (-3.8736, 3.2010, -2.7340)
H (-4.4701, 0.7801, -2.2767)
H (-4.5016, 1.0816, -0.4689)
H (-2.8578, 1.1237, -1.2978)
H (-6.0326, 3.9456, -2.5765)
H (-6.1502, 3.7729, -0.6929)
H (-6.3697, 2.2793, -1.8408)
H (0.3005, 3.0701, 1.1919)
H (-0.8145, 2.9400, -0.2610)
H (1.8243, 1.0327, 1.8504)
H (3.7313, -0.4194, 0.7948)
H (3.1333, -2.1039, -1.2477)
H (0.5738, -2.2786, -2.1710)
H (-1.4571, -0.7352, -1.0464)
C (5.9690, -4.1008, 2.8631)
C (4.7084, -4.2683, 3.6808)
C (4.3375, -2.8301, 3.9858)
O (4.8041, -2.0386, 2.8841)
C (5.6672, -2.8463, 2.0710)
H (6.1989, -4.9590, 2.2292)
H (6.8222, -3.9269, 3.5278)
H (3.9287, -4.7336, 3.0687)
H (4.8434, -4.8736, 4.5790)
H (4.8397, -2.4732, 4.8914)
H (3.2606, -2.6916, 4.1072)
H (5.1312, -3.0817, 1.1451)
H (6.5684, -2.2824, 1.8183)
C (7.0878, -7.4076, -1.4390)
C (8.1094, -6.2963, -1.5198)
C (7.2490, -5.0626, -1.3321)
O (6.1472, -5.4470, -0.4975)
C (6.1280, -6.8777, -0.3925)
H (7.5131, -8.3773, -1.1746)
H (6.5735, -7.5098, -2.4004)
H (8.8205, -6.3854, -0.6919)
H (8.6735, -6.2843, -2.4541)
H (6.8405, -4.7137, -2.2865)
H (7.7937, -4.2390, -0.8643)
H (6.4568, -7.1438, 0.6182)
H (5.1084, -7.2428, -0.5346)
C (-3.4933, -2.8629, -4.4824)
C (-2.4144, -2.3006, -5.3765)
C (-1.5751, -1.5053, -4.3973)
O (-1.6759, -2.1647, -3.1247)
C (-2.7303, -3.1379, -3.2025)
H (-3.9802, -3.7516, -4.8873)
H (-4.2611, -2.1028, -4.3036)
H (-1.8205, -3.1176, -5.7995)
H (-2.7969, -1.6950, -6.1999)
H (-1.9617, -0.4875, -4.2778)
H (-0.5261, -1.4468, -4.6972)
H (-2.2680, -4.1307, -3.2226)
H (-3.3621, -3.0653, -2.3144)

Summary:
ΔE to the lowest compared entry with this formula, charge and spin	156.25	kcal per mole
energy	-50449.7834	eV
E_LUMO	0.76	eV
HOMO level	-8.4	eV
orbital gap	9.17	eV
SMILES	CCCCO[PH2](CCC(C)C)CC(=O)c1ccccc1.C1CCOC1.C1CCOC1.C1CCOC1
F_max	4.95	eV/A